[1]
Computed, not measured: a single C9H16N2O2 molecule in a non-equilibrium geometry, with ωB97M-V with the def2-TZVPD basis set.

Each line ends with the Mulliken charge.
Geometry (Å):
N (-2.5485, 0.3560, 0.1656)  -0.1315
H (2.5170, 2.2794, 0.0012)  0.2328
H (-1.4131, -0.7559, -2.5881)  0.3433
H (-3.3973, 1.2857, 1.9828)  0.3493
O (3.3525, 0.3365, -0.1264)  -0.2979
H (1.6505, 0.5698, 0.9692)  0.4736
H (2.9151, -1.9508, -0.1038)  0.3046
H (-4.1758, -0.5491, 0.7435)  0.2792
H (-1.4371, -1.7051, -1.1544)  0.3698
C (2.3639, -0.2140, 0.6135)  -0.6709
N (0.3414, 2.2192, -0.6088)  -0.6322
C (-3.3351, -0.7845, 0.1508)  -1.0605
C (0.4996, -1.0248, -1.3235)  -0.6753
H (-1.8967, 1.8863, 1.2746)  0.3827
O (0.6846, -1.7995, -0.1132)  -0.3538
H (-1.9245, 0.4315, 2.0838)  0.4653
H (-2.8343, -1.6377, 0.5772)  0.4038
C (-2.5174, 1.0076, 1.4531)  -1.2085
C (-1.4368, 0.4183, -0.6676)  0.7301
C (1.9820, -1.6385, 0.3927)  -0.2148
H (1.1220, -0.0601, -1.2316)  0.3168
H (3.7075, 1.8016, 1.2566)  0.3195
H (-3.5185, -1.1517, -0.8725)  0.3667
H (0.8436, -1.4682, -2.2002)  0.4315
H (4.4719, 1.9693, -0.2295)  0.2872
H (1.9274, -2.1630, 1.3842)  0.2789
C (3.5498, 1.6775, 0.1868)  -0.5597
C (-0.4996, 1.4280, -0.4877)  0.1620
C (-0.9943, -0.7638, -1.5282)  -0.6921

Atoms 1-2, force components in eV/Å:
N 0.7 1.3 -0.8
H 2.8 -1.0 -0.2

The frontier orbital gap (alpha / beta) is 7.86 / 6.85 eV. The total energy is -16661.7638 eV. Its molecular weight is 184.24 g mol⁻¹.

***

[2]
Computed, not measured: 2 unconnected molecules or ions with the total composition C9H16N2O3 in a non-equilibrium geometry, with ωB97M-V with the def2-TZVPD basis set.

Each line ends with the Mulliken spin population.
Geometry (Å):
N (-2.1525, 0.4148, 1.8566)  0.1057
O (-1.1117, -0.0223, -0.3029)  0.1003
H (-2.8957, 1.0103, 2.2364)  0.1382
H (-2.0295, 1.4475, -1.9613)  -0.0009
O (-2.9133, -1.4407, 0.2211)  0.0920
H (2.9503, 0.1053, 1.5388)  0.0077
H (1.9895, -1.2704, 1.4078)  -0.0075
H (-1.7125, -2.2845, -1.2370)  -0.0020
C (1.9050, -0.2286, 1.4364)  0.0768
C (-0.1163, -0.7563, 0.0686)  0.5348
H (-0.0846, 1.6795, 0.2911)  -0.0074
C (-3.3952, 0.6616, -0.6027)  0.0035
O (-0.8891, -2.7111, -1.1534)  0.0460
H (-0.8221, -2.6037, 0.8622)  0.0306
C (0.8744, 1.4755, -0.1877)  0.0208
C (2.0869, -0.5928, -1.0601)  0.0921
H (1.1426, -0.0531, 2.1303)  -0.0184
C (-0.2030, -2.2248, 0.0353)  -0.0030
H (2.2219, -1.6094, -0.8981)  -0.0037
H (1.7379, 1.9825, 0.4573)  -0.0012
N (-1.3635, -0.2058, 2.4039)  0.6733
H (0.7758, -2.7185, 0.0055)  -0.0041
H (-3.4696, 2.4848, -1.8765)  0.0012
C (1.1359, -0.0675, 0.0562)  0.1256
H (-4.2824, 0.9185, -0.1741)  0.0019
H (3.1540, -0.0547, -0.9920)  0.0087
C (-2.9667, 1.5968, -1.4659)  0.0137
C (-2.4784, -0.3415, -0.0508)  -0.0098
H (1.5854, -0.3665, -1.9342)  -0.0130
H (0.9096, 1.8397, -1.2110)  -0.0017

Atoms 1-2, force components in eV/Å:
N -0.9 0.5 -0.1
O -5.0 1.0 -1.3

The frontier orbital gap (alpha / beta) is 6.49 / 8.62 eV. The total energy is -18707.9144 eV. The spin multiplicity is 3. Its molecular weight is 200.24 g mol⁻¹.

***

[3]
Computed, not measured: a single C9H16N2O5 molecule in a non-equilibrium geometry, with ωB97M-V with the def2-TZVPD basis set.

Each line ends with the Mulliken charge.
Geometry (Å):
C (-3.0189, -1.4309, 0.1211)  0.7197
H (-2.6928, 2.7860, -0.9502)  0.3153
H (1.9570, 1.3234, 1.0074)  0.3540
H (-3.7092, -3.0714, 0.1660)  0.3491
H (1.2678, -0.5140, 2.2362)  0.3613
C (-0.9689, 1.0992, -0.4136)  0.3332
C (1.5562, -1.1685, -1.0309)  0.1221
H (-4.2651, 0.1912, -0.3392)  0.3246
H (-2.5423, 0.8925, 1.1984)  0.3285
H (2.5656, -1.6458, 1.5457)  0.2491
C (1.2989, 0.1839, -0.5082)  -0.0977
N (-0.0774, 0.1731, 0.0855)  -0.0527
H (-0.4036, -0.6964, 0.5136)  0.3735
N (-3.1219, 2.3729, -0.0661)  -0.7641
O (-2.1395, -1.7315, 0.9197)  -0.6375
C (-2.4070, 1.0434, 0.1022)  0.2245
C (2.3105, 0.3791, 0.7295)  0.3102
H (3.9208, -0.1201, -0.7354)  0.2295
O (-0.5783, 1.8527, -1.3122)  -0.7005
C (-3.2102, -0.0933, -0.5551)  -0.9899
C (3.7291, 0.6352, 0.1072)  -1.2080
H (4.5678, 0.4329, 0.8283)  0.3350
O (-3.8996, -2.3207, -0.3939)  -0.4422
O (1.0672, -2.1372, -0.4954)  -0.5590
H (-2.8937, 2.9775, 0.6905)  0.2836
O (2.0838, -1.1720, -2.2661)  -0.4366
H (2.3784, -2.0198, -2.5436)  0.3664
H (1.4852, 1.0102, -1.2020)  0.5199
H (3.7709, 1.5770, -0.3952)  0.3873
H (2.8493, -0.1140, 2.6936)  0.4260
H (-3.1300, -0.1203, -1.5924)  0.3539
C (2.2500, -0.5743, 1.8546)  -1.3784

Atoms 1-2, force components in eV/Å:
C 1.4 0.2 -1.0
H -0.8 -0.4 1.5

The frontier orbital gap is 10.21 eV. The total energy is -22810.6968 eV. Its SMILES is CC(C)[C@H](NC(=O)[C@@H](N)CC(=O)O)C(=O)O. Its molecular weight is 232.24 g mol⁻¹.

***

[4]
Computed, not measured: a molecular structure, C9H16N2O5S in a non-equilibrium geometry, with ωB97M-V with the def2-TZVPD basis set.

Each line ends with the Mulliken charge.
Geometry (Å):
H (0.4370, 2.2900, 0.1951)  0.2581
C (-2.3021, -2.5631, -0.4317)  0.4753
H (-1.6096, 1.1455, -1.6530)  0.3337
C (2.0909, 2.4827, -1.4775)  -0.9340
H (1.0249, 0.0692, -1.7633)  0.3842
H (1.2850, 2.7688, -2.1909)  0.3997
C (-0.3473, 0.1135, 0.0556)  0.2888
N (-0.5828, 1.1725, -2.0888)  -0.7223
C (0.1080, -2.7444, 2.3868)  0.2455
C (1.5542, 5.3590, -1.2464)  -0.6877
N (-0.1148, -1.1451, 0.3496)  -0.0841
C (0.4108, 0.8288, -1.1643)  0.0727
O (-3.6290, -2.0181, -0.2553)  -0.5436
H (1.5599, 5.7236, -2.5484)  0.2357
H (-3.3237, -1.1185, -0.9797)  0.4240
O (-1.6828, -2.4486, -1.5396)  -0.5607
C (1.2959, 1.8132, -0.4006)  -0.3749
H (1.6412, -2.9950, 3.3324)  0.4315
O (-1.4656, 0.5698, 0.2940)  -0.7331
H (1.8376, 1.2614, 0.4058)  0.2178
O (-0.3077, -3.9174, 2.8350)  -0.5958
H (-1.4727, -1.1504, 1.8809)  0.4596
H (2.9378, 2.0331, -1.9186)  0.3826
H (0.6653, 4.8214, -0.7422)  0.2149
H (-2.4032, -3.5559, 1.5049)  0.3509
C (-0.8150, -1.8995, 1.3842)  -0.1515
H (-0.9457, -3.8788, 0.5076)  0.5841
H (1.9026, 6.2329, -0.4580)  0.2762
H (0.7508, -1.5307, 0.0608)  0.2480
C (-1.6051, -3.1856, 0.7310)  -0.7398
H (-0.5491, 0.2962, -2.7833)  0.3709
S (2.8375, 4.1140, -0.8044)  -0.0973
O (1.2604, -2.1428, 2.8124)  -0.4295

Atoms 1-2, force components in eV/Å:
H 1.8 1.0 -1.0
C 0.3 0.2 -4.0

The frontier orbital gap is 8.39 eV. The total energy is -33640.3315 eV. Its molecular weight is 264.30 g mol⁻¹.

***

[5]
Computed, not measured: a molecular structure, C9H16N2P in a non-equilibrium geometry, with ωB97M-V with the def2-TZVPD basis set.

Each line ends with the Mulliken charge.
Geometry (Å):
H (-2.6061, 1.2776, 2.0570)  0.3374
H (-1.2767, 2.2620, 1.2747)  0.4624
H (-3.7785, -2.2624, 0.3781)  0.3527
C (2.9568, -1.6065, 1.5799)  -1.1741
C (-3.4540, -1.2561, -0.0608)  -1.4064
C (-1.5623, 0.4231, 0.2286)  0.0794
H (-2.0369, -1.0693, 1.5851)  0.4958
H (2.9577, -2.6205, 1.2129)  0.3372
H (-1.4392, -1.6817, 0.0696)  0.3752
C (0.7241, -0.3269, 0.1892)  -0.2644
N (1.8657, -0.0900, -0.4369)  0.2367
H (0.5302, -1.0147, 1.0441)  0.3691
H (2.1071, -1.2032, 1.9588)  0.4205
H (2.2846, 1.0754, -2.1024)  0.4703
H (-0.8851, 0.8307, 2.3109)  0.3642
H (-3.6084, -1.1942, -1.1145)  0.3796
H (-0.3443, 1.5055, -2.0429)  0.5353
H (3.7532, -1.3107, 2.1806)  0.5024
C (-1.5488, 1.2926, 1.5953)  -1.3604
C (-2.0695, -0.9511, 0.5379)  -0.7133
N (-0.2696, 0.3420, -0.3391)  0.2366
C (0.2247, 1.0461, -1.3568)  -0.5692
C (3.1336, -0.5458, -0.0694)  0.4302
H (-2.3272, 0.9664, -0.4246)  0.3519
H (-4.1611, -0.4999, 0.4290)  0.3337
C (1.5753, 0.7606, -1.4538)  -0.5160
P (4.6872, -0.1620, -0.3670)  -0.0293
H (4.3996, 0.8586, -1.3193)  -0.0377

Atoms 1-2, force components in eV/Å:
H 1.6 0.1 -0.9
H 0.4 1.3 0.4

The frontier orbital gap is 9.15 eV. The total energy is -21851.5046 eV. Its molecular weight is 183.22 g mol⁻¹. Its charge is +1.

***

[6]
Computed, not measured: a molecular structure, C9H16N2PSV in a non-equilibrium geometry, with ωB97M-V with the def2-TZVPD basis set.

Each line ends with the Mulliken spin population.
Geometry (Å):
C (-0.1190, -0.1157, 3.8257)  -0.0002
C (1.2300, -0.4305, 3.1932)  -0.0070
C (0.9603, 1.5949, -2.8564)  -0.0167
H (-2.3905, 1.1363, -3.2627)  0.0184
H (-0.8406, -0.7624, -4.4421)  -0.0009
C (-0.4139, 1.9662, -2.5488)  -0.0638
N (-0.9295, 0.2941, 1.5061)  0.0193
C (-1.3023, 1.0808, -3.2380)  0.1036
H (-0.1071, 0.9489, 4.1502)  0.0004
H (2.0604, -0.3469, 3.9271)  0.0009
C (-1.2369, -0.3320, 2.7829)  0.0077
H (-1.4030, -1.4160, 2.6033)  -0.0010
C (0.9189, 0.4298, -3.6528)  0.0238
H (-1.6704, 0.3572, 0.7920)  0.0072
H (1.8543, 2.1233, -2.5227)  -0.0046
H (0.9270, -3.0879, -1.6724)  0.0292
H (-2.1710, 0.1000, 3.2013)  0.0000
H (-0.3104, -0.7520, 4.7159)  0.0002
H (1.7749, -0.1155, -4.0527)  0.0036
H (-0.7125, 2.8467, -1.9757)  0.0159
V (-0.0902, -0.0509, -1.6451)  2.1162
S (0.6388, 1.6795, -0.1180)  -0.0111
C (0.3800, 0.7662, 1.2021)  -0.0307
N (1.4455, 0.4921, 2.1006)  -0.0101
P (-0.1431, -2.2290, -1.2616)  -0.0686
H (-1.1796, -3.0559, -1.8030)  -0.0289
H (2.3447, 0.9891, 2.0120)  0.0010
C (-0.4810, 0.0755, -3.8408)  -0.1086
H (-0.2347, -2.7155, 0.0766)  0.0046
H (1.2020, -1.4715, 2.8052)  0.0002

Atoms 1-2, force components in eV/Å:
C -0.3 0.2 0.2
C 0.2 -0.5 0.3

The frontier orbital gap (alpha / beta) is 6.46 / 5.20 eV. The total energy is -58380.9079 eV. The spin multiplicity is 3. Its molecular weight is 266.23 g mol⁻¹.

***

[7]
Computed, not measured: 2 unconnected molecules or ions with the total composition C9H16N3 in a non-equilibrium geometry, with ωB97M-V with the def2-TZVPD basis set.

Each line ends with the Mulliken charge.
Geometry (Å):
H (3.0033, -1.6282, 1.3287)  0.3865
H (1.0850, 3.6772, -0.0419)  0.3846
C (1.3076, -0.3912, 1.3799)  -0.6077
H (3.1062, 1.8900, -1.1779)  0.4096
H (-1.7646, 1.1209, -0.9725)  0.1296
C (0.6972, 0.7804, 0.9236)  -0.2218
C (3.2455, 0.1209, 0.0355)  -0.6761
H (0.7850, 2.9742, -1.5812)  0.3743
H (-0.4893, -2.9473, 0.1159)  0.2118
C (2.6113, 1.2463, -0.4669)  -0.3877
H (-1.9917, -1.9117, 1.8938)  0.2479
C (-2.6898, 0.6790, -1.2160)  -0.7434
H (-0.1407, 1.1269, 1.5175)  0.4546
C (-1.9425, -1.4423, -0.1060)  0.6149
C (1.3245, 1.5628, -0.0346)  0.6758
H (-3.0849, -0.7317, 1.4434)  0.2369
C (2.5698, -0.7301, 0.9054)  -0.4149
H (-0.7634, -2.5185, -1.3974)  0.2090
H (-3.5038, 1.0936, -0.6246)  0.2925
H (4.0779, -0.3646, -0.4655)  0.3199
H (0.9058, -1.0355, 2.1525)  0.5195
H (-2.6694, -1.3278, -1.9162)  0.2914
N (-1.0120, -2.2924, -0.4461)  -0.3394
C (0.6134, 2.8187, -0.5099)  -1.4533
H (-0.4597, 2.7204, -0.4016)  0.2845
N (-2.4366, -1.4319, 1.1237)  -0.3257
H (-2.8769, 0.9019, -2.2632)  0.3839
N (-2.6446, -0.7785, -1.0695)  -0.2571

Atoms 1-2, force components in eV/Å:
H 0.3 0.0 -0.4
H -0.5 0.3 0.3

The frontier orbital gap is 8.68 eV. The total energy is -14056.5812 eV. Its molecular weight is 166.25 g mol⁻¹. Its charge is +1.

***

[8]
Computed, not measured: 2 unconnected molecules or ions with the total composition C9H16N3O in a non-equilibrium geometry, with ωB97M-V with the def2-TZVPD basis set.

Each line ends with the Mulliken spin population.
Geometry (Å):
C (-0.2252, -1.1256, -2.1598)  0.0014
C (2.3659, -0.4994, 1.9615)  0.0061
H (0.6368, -0.3729, 3.9681)  0.0021
H (-0.1639, 1.0518, -4.2583)  0.0000
H (2.3695, -1.5493, 1.6865)  0.0390
H (-1.3616, 0.9999, 4.1863)  -0.0030
C (0.9750, 0.0662, 1.9314)  0.2399
H (-1.3570, 1.3876, -0.1947)  0.0096
O (-2.7441, 1.7205, 2.0019)  0.0876
C (-1.5276, 1.2046, 1.9140)  0.2957
H (2.7015, -0.4399, 3.0037)  0.0047
H (-1.9001, -0.0089, -2.4966)  0.0003
C (-0.8291, 1.0600, 0.6803)  0.1054
H (-3.5385, 1.1761, 1.8138)  0.0119
H (1.1669, 0.4863, -0.1061)  0.0165
N (1.1300, -1.1332, -2.5642)  0.0000
C (0.4404, 0.5281, 0.6929)  0.0705
C (0.1760, 0.0954, 3.1005)  0.0133
H (-0.0266, -2.8943, -1.2657)  -0.0003
H (0.7029, 1.2787, -2.7655)  0.0002
H (3.1227, 0.1450, 1.5083)  0.0095
H (1.4980, -2.0720, -2.4111)  0.0000
H (-1.6027, -2.2697, -1.1247)  0.0000
N (-0.7037, -2.2148, -1.5803)  -0.0014
C (-0.9535, 0.8439, 3.1914)  0.0914
N (-0.8916, -0.0892, -2.5861)  0.0000
H (-0.9182, 1.9778, -2.8990)  0.0001
H (1.7404, -0.5006, -2.0494)  -0.0002
C (-0.2825, 1.1477, -3.1792)  -0.0002

Atoms 1-2, force components in eV/Å:
C 1.9 0.3 -1.5
C -0.2 1.1 1.8

The frontier orbital gap (alpha / beta) is 10.20 / 7.25 eV. The total energy is -16092.6669 eV. The spin multiplicity is 2. Its molecular weight is 182.25 g mol⁻¹. Its charge is +2.